#i
A cluster of 2 separate species, CH4O3 in total. Source: the OMol25 dataset; level of theory: ωB97M-V/def2-TZVPD.

```
! wB97M-V def2-TZVPD RIJCOSX def2/J DEFGRID3
* xyz 0 1
C -0.004 -0.010 0.035
O 1.272 0.321 0.301
O -0.292 -1.303 0.234
O -0.919 0.851 0.511
H -0.143 0.247 -1.811
H 1.389 1.274 0.200
H 0.496 -1.845 0.102
H -1.800 0.464 0.428
*
```

The calculation puts the orbital gap at 9.1 eV. The LUMO energy comes out at 0.7 eV.

***

#ii
A cluster of 2 separate species, CH4O3 in total. Source: the OMol25 dataset; level of theory: ωB97M-V/def2-TZVPD.

```
! wB97M-V def2-TZVPD RIJCOSX def2/J DEFGRID3
* xyz 0 1
O -1.927 0.433 -0.453
C -1.270 -0.373 0.207
O 0.039 -0.601 0.198
H -1.756 -1.030 0.956
H 0.338 -1.417 0.684
O 1.538 1.287 -0.256
H 2.167 1.131 -0.997
H 0.872 0.568 -0.341
*
```

The calculation puts the orbital gap at 10.8 eV. Its SMILES is O=CO.O. The LUMO energy comes out at 0.1 eV.

***

Here is how they stack up, most stable first: #ii, #i.

***

#i
The molecule C3H2F2O. Source: the OMol25 dataset; level of theory: ωB97M-V/def2-TZVPD.

```
! wB97M-V def2-TZVPD RIJCOSX def2/J DEFGRID3
* xyz 0 1
C -0.650 -0.513 0.215
C -1.210 0.721 0.260
C 1.424 0.403 -0.204
O 0.667 -0.496 0.260
F -2.539 0.521 0.220
F 2.615 0.608 0.360
H -0.946 -1.531 0.320
H 1.052 1.013 -0.931
*
```

The calculation puts the orbital gap at 7.6 eV. The LUMO energy comes out at -1.1 eV.

***

#ii
A structure of composition C3H2F2O. Source: the OMol25 dataset; level of theory: ωB97M-V/def2-TZVPD.

```
! wB97M-V def2-TZVPD RIJCOSX def2/J DEFGRID3
* xyz 0 1
C 0.524 -0.278 0.638
C -0.104 -1.233 -0.162
C -0.645 0.540 0.317
O -1.265 -0.403 -0.381
F -1.057 1.746 0.407
F 1.250 1.566 -1.147
H 1.381 0.279 0.860
H -0.084 -2.217 -0.533
*
```

The calculation puts the orbital gap (alpha / beta) at 8.2 / 6.2 eV. The LUMO energy (alpha / beta) comes out at -2.0 / -2.6 eV.

***

#iii
A cluster of 2 separate species, C3H2F2O in total. Source: the OMol25 dataset; level of theory: ωB97M-V/def2-TZVPD.

```
! wB97M-V def2-TZVPD RIJCOSX def2/J DEFGRID3
* xyz 0 1
F -2.681 1.355 -0.075
C -2.111 0.220 0.104
C -1.677 -0.870 -0.149
F -1.117 -2.015 0.038
C 1.896 0.327 0.020
O 0.974 1.078 0.104
H 1.820 -0.747 0.273
H 2.897 0.650 -0.314
*
```

The calculation puts the orbital gap at 10.7 eV. Its SMILES is FC#CF.C=O. The LUMO energy comes out at 0.7 eV.

***

Here is how they stack up, most stable first: #iii, #i, #ii.

***

#i
A cluster of 10 separate species, C5H30N2O10 in total. Source: the OMol25 dataset; level of theory: ωB97M-V/def2-TZVPD.

```
! wB97M-V def2-TZVPD RIJCOSX def2/J DEFGRID3
* xyz 0 1
C 0.850 -3.781 -1.157
C 0.432 -2.289 -1.145
N 0.845 -1.484 -2.329
C 0.792 -1.549 0.236
O 1.895 -1.032 0.262
N -0.069 -1.683 1.280
C 0.438 -1.271 2.649
C -1.306 -2.437 1.375
H 1.522 -4.106 -1.906
H 1.401 -4.090 -0.206
H -0.280 -4.088 -1.372
H -0.610 -2.384 -1.172
H 1.141 -2.136 -3.008
H 1.496 -0.684 -1.978
H 0.606 -2.081 3.380
H 1.599 -0.978 2.664
H -0.282 -0.629 3.037
H -1.862 -2.734 0.437
H -2.145 -1.898 1.971
H -1.287 -3.311 1.933
O -2.804 2.591 -1.240
H -1.902 2.568 -1.490
H -3.112 3.469 -1.375
O 0.786 2.951 -1.146
H 0.333 2.612 -1.945
H 0.243 2.925 -0.391
O 3.645 2.452 1.659
H 3.661 1.508 1.988
H 3.704 2.967 2.501
O -3.239 0.329 2.908
H -4.228 0.294 2.896
H -3.267 0.753 2.055
O 1.384 1.335 2.288
H 1.691 0.596 1.723
H 1.540 2.015 1.567
O -0.374 1.908 0.977
H -0.494 2.150 1.834
H -0.035 0.932 0.850
O 2.834 1.301 -2.833
H 3.029 1.082 -2.002
H 2.303 2.169 -2.646
O -0.642 1.159 -4.663
H -0.953 0.699 -3.887
H 0.229 1.304 -4.503
O -3.251 0.692 0.296
H -2.496 1.341 0.211
H -3.763 0.544 -0.582
*
```

The calculation puts the orbital gap at 9.4 eV. Its SMILES is C[C@H](N)C(=O)N(C)C.O.O.O.O.O.O.O.O.O. The LUMO energy comes out at 0.1 eV.

***

#ii
A cluster of 10 separate species, C5H30N2O10 in total. Source: the OMol25 dataset; level of theory: ωB97M-V/def2-TZVPD.

```
! wB97M-V def2-TZVPD RIJCOSX def2/J DEFGRID3
* xyz 0 1
C 1.994 -1.071 -2.177
C 0.490 -0.813 -2.429
N -0.382 -1.066 -1.294
C -0.736 0.085 -0.527
C 0.035 0.414 0.737
O 0.484 -0.494 1.471
N 0.225 1.685 1.152
C -0.357 2.811 0.403
H 2.139 -1.312 -1.127
H 2.647 -0.242 -2.451
H 2.289 -1.849 -2.886
H 0.340 0.200 -2.761
H 0.162 -1.312 -3.347
H -0.055 -1.858 -0.756
H -1.710 -0.023 -0.092
H -0.761 0.938 -1.166
H 0.321 1.801 2.145
H -0.547 3.659 1.048
H 0.350 3.088 -0.371
H -1.376 2.602 0.087
O -1.309 -0.176 4.012
H -0.930 -1.053 4.075
H -0.768 0.435 3.517
O -2.432 -3.014 2.036
H -2.493 -3.673 1.343
H -1.503 -2.912 2.245
O 3.920 1.484 -0.376
H 3.535 1.012 0.382
H 4.812 1.184 -0.549
O -3.405 1.434 -1.243
H -3.119 1.198 -0.354
H -3.827 0.631 -1.581
O 3.249 -0.454 1.429
H 3.823 -0.837 2.104
H 2.458 -1.010 1.533
O -3.084 -1.062 -2.763
H -2.416 -0.794 -3.405
H -2.513 -1.364 -2.035
O 1.794 2.673 -1.888
H 2.503 2.916 -2.492
H 2.291 2.330 -1.129
O 0.205 -3.197 0.887
H 1.076 -3.334 0.495
H 0.325 -2.371 1.395
O -2.498 1.162 1.955
H -2.007 0.357 2.179
H -3.239 1.192 2.569
*
```

The calculation puts the orbital gap at 9.1 eV. Its SMILES is CCNCC(=O)NC.O.O.O.O.O.O.O.O.O. The LUMO energy comes out at 0.0 eV.

***

Here is how they stack up, most stable first: #ii, #i.